i | {"formula": "C16H19N3O", "method": "ωB97M-V/def2-TZVPD", "smiles": "Cc1cc(C)n(C[C@@H](O)Cn2ccc3ccccc32)n1", "gap_ev": 8.71, "elements": ["C", "C", "N", "N", "C", "C", "H", "C", "H", "H", "H", "C", "H", "H", "C", "O", "H", "H", "C", "N", "C", "C", "C", "C", "C", "C", "C", "C", "H", "H", "H", "H", "H", "H", "H", "H", "H", "H", "H"], "xyz": [[-3.5613, -1.0544, 3.6592], [-3.3471, -0.2319, 2.4820], [-2.1466, -0.3607, 1.9759], [-2.1016, 0.5853, 0.8303], [-3.3731, 1.2281, 0.5404], [-3.9718, 0.7386, 1.6778], [-4.9085, 1.0755, 1.9183], [-3.5908, 2.0975, -0.3864], [-3.4104, 1.6930, -1.3844], [-4.6246, 2.5468, -0.2226], [-2.8092, 2.9066, -0.1081], [-0.7899, 0.6052, 0.0088], [-0.6659, -0.1008, -0.5742], [-1.0041, 1.4727, -0.6119], [0.2456, 1.1386, 0.9063], [0.7901, 0.2565, 1.8935], [-0.1834, -0.1070, 2.1121], [0.0294, 2.1591, 1.5799], [1.4569, 1.5337, 0.2752], [1.8509, 0.9161, -0.9318], [2.1942, -0.4579, -1.2074], [2.8148, -1.3049, -0.0578], [3.0897, -2.5995, -0.4627], [3.2002, -2.8470, -1.8125], [2.5364, -2.2896, -2.9339], [2.1356, -0.7508, -2.4473], [1.6820, 0.5386, -3.3098], [1.4432, 1.2112, -2.1758], [1.2162, 2.4262, -2.4064], [1.6024, 0.5603, -4.2269], [2.6253, -2.4052, -3.8902], [3.3351, -3.9447, -2.3019], [3.3517, -3.2770, 0.2249], [2.5717, -0.9486, 0.7972], [2.4388, 1.5445, 0.7990], [1.4964, 2.5624, 0.0997], [-2.8274, -1.8315, 3.7667], [-4.2637, -1.6176, 3.5179], [-3.8085, -0.5184, 4.4564]], "mulliken_charge": [-1.530, 0.697, -0.895, 0.666, 1.244, -1.443, 0.451, -1.374, 0.302, 0.329, 0.274, -1.628, 0.865, 0.306, 1.233, -0.564, 0.549, 0.025, -1.940, 0.394, -0.350, -0.908, -0.738, -0.318, -0.799, 1.341, -1.705, 0.339, 0.057, 0.739, 0.530, 0.199, 0.540, 0.719, 0.430, 0.606, 0.401, 0.593, 0.364]}

***

ii | {"formula": "C16H19N3O", "method": "ωB97M-V/def2-TZVPD", "gap_ev": 7.86, "elements": ["C", "C", "C", "C", "C", "C", "C", "H", "H", "C", "C", "C", "O", "N", "H", "C", "C", "H", "C", "N", "C", "N", "C", "C", "H", "H", "H", "H", "H", "H", "H", "H", "H", "H", "H", "H", "H", "H", "H"], "xyz": [[0.9167, 0.4130, 7.0451], [0.8183, 0.0860, 5.4857], [1.5796, 0.6039, 4.4785], [1.4400, 0.3922, 3.2657], [0.6464, -0.4401, 2.8977], [-0.3265, -1.1186, 3.9847], [-0.2401, -0.7495, 5.3711], [-0.6026, -1.4323, 5.9917], [-0.9516, -1.9933, 3.6730], [0.3306, -0.8264, 1.4704], [-0.6578, -1.8717, 0.9722], [-0.6710, -2.0390, -0.4361], [-1.6918, -1.9975, -1.0191], [0.3223, -1.9113, -1.2748], [1.3846, -1.6509, -0.7984], [0.2729, -1.9419, -2.5883], [0.5070, -0.4698, -3.4034], [1.3696, -0.0750, -3.0059], [-0.6623, 0.1633, -3.2728], [-0.6633, 1.4993, -3.7720], [-0.8207, 1.8106, -5.0421], [-0.7335, 2.9668, -5.2858], [-0.0234, 3.4623, -4.3260], [-0.0817, 2.6104, -3.2429], [0.6823, 2.4538, -2.3876], [0.4367, 4.5527, -4.4157], [-1.3954, 1.3266, -5.6920], [-1.6061, -0.3857, -3.5717], [-0.8927, 0.4810, -1.9723], [0.5560, -0.7638, -4.4903], [-0.5550, -2.5617, -2.9791], [1.3252, -2.6624, -2.9595], [-1.4022, -2.1744, 1.5005], [1.0812, -0.2413, 0.9092], [2.0342, 0.9092, 2.6151], [2.2471, 1.2208, 4.8678], [0.3043, 0.9115, 7.3891], [0.8173, -0.4841, 7.7174], [1.8721, 0.9444, 7.2531]], "mulliken_charge": [-1.669, 0.869, -0.846, -0.325, 0.565, -0.576, -0.927, 0.391, 0.199, 0.049, -0.938, 0.654, -0.598, -0.024, 0.315, -1.113, -0.194, 0.373, -0.732, 0.315, -0.137, -0.553, -0.389, -0.161, 0.238, 0.287, 0.445, 0.286, 0.141, 0.202, 0.456, 0.281, 0.559, 0.232, 0.502, 0.552, 0.621, 0.320, 0.332]}

***

How far above the most stable structure does each one sit? In hartree: i 0.0000; ii 0.0306.

***

i | {"formula": "C4H13NOS2", "method": "ωB97M-V/def2-TZVPD", "smiles": "CNCCCSS.O", "gap_ev": 9.05, "elements": ["S", "S", "C", "C", "C", "N", "C", "H", "H", "H", "H", "H", "H", "H", "H", "H", "H", "H", "H", "H", "O"], "xyz": [[1.8785, -3.3357, 0.6049], [0.0890, -3.3749, -0.3576], [-0.5670, -1.7036, -0.3708], [-0.7840, -1.0067, 0.9822], [0.3988, -0.0893, 1.3156], [0.6156, 0.9301, 0.2940], [-0.4995, 1.9081, 0.2124], [2.5689, -2.4381, -0.1282], [-1.5465, -1.8819, -0.8148], [0.1197, -1.0842, -0.9453], [-0.9135, -1.6928, 1.8135], [-1.5576, -0.2768, 0.8376], [0.2717, 0.4087, 2.2819], [1.3273, -0.6042, 1.5688], [1.4873, 1.3996, 0.4383], [-0.7713, 2.2746, 1.2074], [-1.3229, 1.3501, -0.2249], [-0.0656, 2.6936, -0.3884], [-1.0133, 2.0660, -2.8477], [0.4192, 2.1468, -2.3562], [-0.1348, 2.3107, -3.1227]], "mulliken_charge": [-0.241, -0.031, -0.624, -0.547, -0.758, -0.246, -1.070, 0.153, 0.310, 0.360, 0.369, 0.294, 0.385, 0.363, 0.240, 0.299, 0.265, 0.474, 0.319, 0.327, -0.639]}

***

ii | {"formula": "C4H13NOS2", "method": "ωB97M-V/def2-TZVPD", "smiles": "CCSSCCN.O", "gap_ev": 8.77, "elements": ["N", "C", "C", "S", "S", "C", "C", "H", "H", "H", "H", "H", "H", "H", "H", "H", "H", "H", "H", "H", "O"], "xyz": [[2.1643, -2.4303, 0.0129], [1.4260, -1.1980, 0.2214], [1.0357, -0.2428, -0.8800], [-0.0834, -0.9216, -2.1280], [-1.9554, -0.6868, -1.5100], [-2.5342, 1.0735, -1.3319], [-1.8272, 1.7217, -0.1160], [2.9747, -2.2730, -0.6036], [1.6631, -3.1360, -0.5183], [2.0336, -0.5278, 0.8632], [0.6491, -1.4058, 0.9797], [1.9135, 0.2738, -1.3393], [0.6182, 0.6069, -0.3478], [-3.6097, 1.0996, -1.2573], [-2.4531, 1.7357, -2.2094], [-2.3830, 2.5779, 0.3317], [-1.8373, 0.9834, 0.6737], [-0.9660, 2.2332, -0.5398], [1.2684, -0.3946, 3.7195], [0.6323, 0.8079, 3.0775], [1.2706, 0.1033, 2.9018]], "mulliken_charge": [-0.622, -0.530, -0.341, -0.111, -0.089, -0.506, -1.070, 0.248, 0.267, 0.297, 0.358, 0.359, 0.083, 0.363, 0.326, 0.405, 0.302, 0.268, 0.294, 0.303, -0.603]}

***

How far above the most stable structure does each one sit? In hartree: i 0.0000; ii 0.0099.

***

i | {"formula": "C4H8N2S2", "method": "ωB97M-V/def2-TZVPD", "gap_ev": 8.48, "elements": ["C", "C", "C", "C", "H", "H", "H", "H", "H", "H", "H", "H", "N", "N", "S", "S"], "xyz": [[-0.4955, 1.4420, 0.4714], [-0.0073, 0.3062, -0.4661], [-1.1412, -0.7311, -1.0640], [0.7094, -0.6699, 0.4431], [-1.0829, 0.9069, 1.3703], [-0.9759, 2.2145, -0.1006], [0.3437, 2.0034, 0.9811], [2.0946, 1.3438, -0.7866], [-1.9609, -0.2860, -1.6078], [-0.6437, -1.5925, -1.5692], [-0.0484, -1.9697, 1.7211], [2.5524, -0.4766, -0.1266], [-0.2395, -1.1088, 1.3060], [1.8890, -0.9053, 0.6381], [0.8927, 0.7350, -1.8897], [-1.8865, -1.2120, 0.6794]], "mulliken_charge": [-1.098, 0.477, -0.877, 0.351, 0.311, 0.380, 0.303, 0.117, 0.459, 0.383, 0.353, 0.246, -0.385, -0.752, -0.186, -0.082]}

***

ii | {"formula": "C4H8N2S2", "method": "ωB97M-V/def2-TZVPD", "smiles": "N[C@@H]1C[C@H]1S/C=N/S", "gap_ev": 9.09, "elements": ["C", "C", "C", "C", "H", "H", "H", "H", "H", "H", "H", "H", "N", "N", "S", "S"], "xyz": [[-1.1303, 0.7414, 0.3019], [-1.8749, 0.7501, -1.0123], [-0.7131, -0.1196, -0.9063], [1.9406, -0.1114, -0.9012], [-0.5488, -0.4303, 1.8336], [-2.2667, 0.2091, 2.2420], [-0.4100, 1.6820, 0.2980], [-1.5299, 1.7179, -1.4575], [-2.9291, 0.2910, -1.0462], [-1.1858, -1.0855, -0.5880], [2.8962, -0.0742, -1.4117], [3.2087, -1.9134, 2.0298], [-1.4364, -0.1074, 1.4860], [1.9371, -0.5519, 0.2861], [0.5630, 0.1118, -1.9988], [3.4795, -1.1098, 0.8446]], "mulliken_charge": [0.092, -0.676, -0.223, -0.113, 0.253, 0.234, 0.144, 0.277, 0.267, 0.409, 0.357, 0.162, -0.540, -0.246, -0.196, -0.201]}

***

How far above the most stable structure does each one sit? In hartree: i 0.0000; ii 0.0260.

***

i | {"formula": "C4H10NO", "method": "ωB97M-V/def2-TZVPD", "multiplicity": 2, "s2": 0.786, "gap_ev": [8.59, 8.69], "elements": ["O", "C", "C", "N", "C", "C", "H", "H", "H", "H", "H", "H", "H", "H", "H", "H"], "xyz": [[-21.0032, 0.7093, 0.0529], [4.0556, 0.2034, 1.7140], [4.2497, -0.7403, 0.7274], [5.1453, -0.8347, -0.2483], [6.0748, 0.2778, -0.3668], [6.8817, 0.0406, -1.6409], [4.7203, 1.0599, 1.8671], [3.2337, 0.0385, 2.4040], [3.5447, -1.5766, 0.7433], [-20.7853, 0.1094, -0.6479], [-19.6141, 0.3895, 0.2210], [5.5180, 1.2385, -0.4484], [6.7854, 0.3794, 0.4823], [7.6572, 0.7646, -1.8436], [7.3748, -0.9418, -1.5583], [6.1007, -0.0286, -2.4880]], "mulliken_spin": [0.000, 0.511, -0.086, 0.529, -0.010, 0.011, 0.019, 0.014, -0.005, 0.000, 0.000, 0.006, 0.014, 0.000, -0.001, -0.002]}

***

ii | {"formula": "C4H10NO", "method": "ωB97M-V/def2-TZVPD", "multiplicity": 2, "s2": 0.763, "gap_ev": [10.44, 7.48], "elements": ["C", "O", "C", "C", "H", "H", "H", "H", "H", "H", "H", "C", "N", "H", "H", "H"], "xyz": [[0.9733, 0.9425, -0.8100], [1.3254, 0.4898, 0.4336], [-0.5173, 1.1581, -1.0610], [-1.4328, -0.0340, -0.8035], [1.4084, 0.3137, -1.5981], [1.4750, 1.9070, -0.9731], [-0.6631, 1.5054, -2.0837], [-0.8539, 1.9773, -0.4165], [-2.4669, 0.2738, -0.8537], [-1.2238, -0.4974, 0.1580], [-1.2940, -0.7984, -1.5707], [0.8437, -1.3609, 1.5555], [-0.2516, -1.3410, 2.2059], [0.9253, -1.9037, 0.6116], [1.7885, -1.0996, 2.0220], [-0.0361, -1.5327, 3.1837]], "mulliken_spin": [-0.003, 0.816, 0.005, 0.005, 0.023, 0.083, 0.002, 0.001, 0.000, -0.002, -0.001, -0.096, 0.147, 0.024, 0.001, -0.006]}

***

How far above the most stable structure does each one sit? In hartree: i 0.0349; ii 0.0000.

***

i | {"formula": "C3H6O", "method": "ωB97M-V/def2-TZVPD", "smiles": "CC(C)=O", "gap_ev": 10.66, "elements": ["C", "C", "O", "C", "H", "H", "H", "H", "H", "H"], "xyz": [[0.8005, -0.1675, -1.0212], [-0.4015, -0.4734, -0.1543], [-1.1666, -1.3756, -0.4182], [-0.6001, 0.3812, 1.0856], [0.8192, -0.8503, -1.8726], [0.7596, 0.8677, -1.3800], [1.7261, -0.2708, -0.4426], [-0.1571, 1.3774, 0.9910], [-1.6682, 0.4619, 1.2983], [-0.1253, -0.1202, 1.9372]], "mulliken_charge": [-1.019, 0.750, -0.543, -0.972, 0.296, 0.302, 0.298, 0.307, 0.321, 0.260]}

***

ii | {"formula": "C3H6O", "method": "ωB97M-V/def2-TZVPD", "smiles": "CCC=O", "gap_ev": 10.93, "elements": ["C", "C", "C", "O", "H", "H", "H", "H", "H", "H"], "xyz": [[1.2521, -0.1359, -0.1873], [-0.2215, 0.5263, 0.2075], [-1.4475, -0.3715, 0.1314], [-1.4778, -1.4560, -0.4006], [1.0858, -1.1970, -0.3370], [1.9830, 0.0931, 0.5885], [1.7425, 0.2186, -1.1388], [-0.3159, 1.0896, 1.1591], [0.0577, 1.1127, -0.6399], [-2.3634, -0.0010, 0.6711]], "mulliken_charge": [-0.971, -0.356, 0.092, -0.476, 0.274, 0.259, 0.327, 0.351, 0.192, 0.308]}

***

iii | {"formula": "C3H6O", "method": "ωB97M-V/def2-TZVPD", "smiles": "C=COC", "gap_ev": 10.08, "elements": ["C", "C", "C", "H", "H", "H", "H", "H", "H", "O"], "xyz": [[-1.6335, -0.0262, -0.0376], [0.7485, 0.2757, -0.0117], [1.9431, -0.2354, -0.0350], [-2.0861, -0.1993, 0.9713], [-1.5228, 1.0912, -0.1649], [-2.3175, -0.5948, -0.7656], [0.4510, 1.3370, 0.0360], [2.8642, 0.3506, -0.0885], [1.9090, -1.3780, 0.1165], [-0.3558, -0.6207, -0.0203]], "mulliken_charge": [-0.491, 0.173, -0.661, 0.202, 0.263, 0.175, 0.179, 0.264, 0.192, -0.297]}

***

How far above the most stable structure does each one sit? In hartree: i 0.0000; ii 0.0554; iii 0.0627.

***

i | {"formula": "C3H6O", "method": "ωB97M-V/def2-TZVPD", "smiles": "CC(C)=O", "gap_ev": 10.45, "elements": ["C", "C", "C", "H", "H", "H", "H", "H", "H", "O"], "xyz": [[1.2656, -0.3560, 0.0478], [0.1564, 0.6243, 0.0469], [-1.2567, 0.0327, 0.0040], [1.0370, -1.0784, 0.7614], [2.2474, 0.1545, -0.0274], [0.9399, -0.9833, -0.8656], [-1.8934, 1.0180, -0.4754], [-1.7334, -0.1617, 1.0744], [-1.1906, -1.0447, -0.5809], [0.4278, 1.7947, 0.0148]], "mulliken_charge": [-1.080, 0.752, -0.853, 0.387, 0.285, 0.267, 0.280, 0.244, 0.260, -0.543]}

***

ii | {"formula": "C3H6O", "method": "ωB97M-V/def2-TZVPD", "smiles": "C=CCO", "gap_ev": 10.75, "elements": ["C", "O", "C", "C", "H", "H", "H", "H", "H", "H"], "xyz": [[-0.5989, -0.4387, 0.1123], [-1.5908, 0.5081, 0.5924], [0.7208, 0.2698, -0.0378], [1.6719, -0.2396, -0.8090], [-1.0277, -0.8080, -0.8225], [-0.5803, -1.3211, 0.7608], [-1.8824, 0.2399, 1.4748], [0.6786, 1.2697, 0.3703], [2.6217, 0.2322, -1.0411], [1.6155, -1.2158, -1.2799]], "mulliken_charge": [-0.305, -0.527, -0.058, -0.757, 0.258, 0.273, 0.298, 0.338, 0.252, 0.228]}

***

iii | {"formula": "C3H6O", "method": "ωB97M-V/def2-TZVPD", "gap_ev": 9.60, "elements": ["C", "C", "O", "C", "H", "H", "H", "H", "H", "H"], "xyz": [[0.4897, -0.5757, 1.6452], [-0.2843, 0.6392, -0.1536], [0.2124, -0.5058, 0.2412], [-0.4794, 0.5396, -1.6398], [1.0880, -1.4727, 1.8004], [1.0354, 0.3154, 1.9517], [-0.4498, -0.6391, 2.1933], [0.1217, 1.3407, -2.0935], [-0.2093, -0.4314, -2.0779], [-1.5243, 0.7899, -1.8669]], "mulliken_charge": [-0.520, -0.331, -0.097, -0.637, 0.235, 0.297, 0.277, 0.257, 0.253, 0.266]}

***

How far above the most stable structure does each one sit? In hartree: i 0.0040; ii 0.0000; iii 0.0577.